DFT (the ωB97M-V functional and the def2-TZVPD basis) results for a structure of composition C20H35ClMgN5O4.

Geometry as XYZ:
```
66
Properties=species:S:1:pos:R:3:forces:R:3
Mg -14.120620 -17.008360 -25.753230 -1.26 -0.36 2.62
Cl -14.466450 -19.109060 -23.122290 -1.49 -3.50 2.88
O -13.659690 -19.251120 -21.938870 0.22 1.23 -0.88
O -14.250080 -17.831020 -23.799170 1.04 2.35 -1.57
O -14.178760 -20.157330 -24.020480 0.87 -0.38 -1.59
O -15.841700 -19.210360 -22.745640 -0.13 1.09 -0.26
C -10.381760 -22.520940 -18.680750 -0.32 0.72 0.54
C -11.571590 -22.874290 -19.543550 0.35 -0.14 -1.45
C -11.735820 -22.028670 -20.840520 -0.52 0.15 0.80
C -10.761550 -22.318250 -21.876320 0.28 0.30 0.21
N -9.973680 -22.556450 -22.675590 0.05 -0.02 -0.16
H -10.643090 -21.525870 -18.320680 0.43 0.09 0.61
H -9.363040 -22.443480 -19.060620 -0.24 -0.36 -0.64
H -10.388080 -23.234380 -17.856700 0.18 0.31 0.23
H -12.445300 -22.639240 -18.935700 -0.17 -0.58 -0.07
H -11.487050 -23.924130 -19.824250 -0.58 -0.09 0.10
H -11.744750 -20.983540 -20.531110 0.61 0.18 -0.25
H -12.721420 -22.089790 -21.301980 -0.16 -0.58 0.10
C -13.802150 -19.423540 -17.957520 -1.52 -0.69 -0.66
C -12.536580 -18.894370 -17.417690 1.28 -0.66 -1.10
C -12.253540 -18.991930 -15.938850 -0.36 1.79 -0.41
C -11.832400 -20.316250 -15.595980 0.37 -1.38 0.91
N -11.504020 -21.387650 -15.322300 -0.21 0.65 -0.29
H -13.821300 -19.139920 -19.009800 -0.32 -0.22 -0.16
H -14.761220 -19.143950 -17.521500 0.17 0.55 0.26
H -13.807350 -20.512310 -17.906070 0.02 -0.14 -0.08
H -12.250840 -17.962590 -17.905790 -0.27 0.49 0.68
H -11.831680 -19.586490 -17.878340 0.57 0.13 -0.10
H -13.123240 -18.661980 -15.370650 0.04 -0.21 0.27
H -11.472860 -18.246670 -15.786470 0.25 -0.31 0.63
C -10.648700 -18.514180 -20.861550 -0.80 0.63 -1.42
C -10.971980 -17.249220 -21.685350 1.27 0.71 0.31
C -11.443810 -16.047750 -20.792830 0.66 -0.27 -1.26
C -11.476970 -14.773750 -21.529700 -0.67 -0.97 0.33
N -11.460950 -13.758280 -22.052360 -0.05 0.67 -0.55
H -11.560440 -18.740280 -20.308640 0.35 -0.32 0.43
H -9.730040 -18.435820 -20.280160 -0.32 0.09 0.22
H -10.516160 -19.274410 -21.631350 0.13 -0.39 0.36
H -11.560600 -17.478860 -22.573540 -0.91 0.04 0.56
H -10.058840 -16.927730 -22.186270 0.39 0.19 0.24
H -10.640330 -15.803000 -20.098120 -0.16 -0.65 0.62
H -12.388760 -16.277640 -20.300570 0.09 0.26 0.11
C -19.497780 -18.603910 -26.435090 0.70 1.89 -0.63
C -18.876750 -19.165720 -27.728780 -0.87 -2.52 2.11
C -17.488850 -18.725470 -28.157790 0.04 -0.09 -0.37
C -16.644640 -18.200510 -27.065330 -0.86 -0.20 -1.33
N -15.963040 -17.795590 -26.239020 0.77 0.13 -0.44
H -18.798190 -18.496370 -25.606170 0.35 -0.64 0.00
H -20.381620 -19.101730 -26.036220 0.06 -0.04 -0.55
H -19.681010 -17.553370 -26.660700 -0.84 0.21 0.24
H -19.608760 -19.270320 -28.529610 0.30 0.70 -0.21
H -18.717940 -20.206020 -27.444770 -0.04 -0.35 -0.21
H -17.532620 -18.111380 -29.057280 0.32 0.83 0.48
H -16.996200 -19.619290 -28.540520 0.37 -0.06 0.21
C -18.674750 -15.471700 -24.488070 -0.90 1.21 -0.86
C -18.181090 -14.350410 -23.599030 0.58 -2.61 1.62
C -16.926900 -13.647310 -24.079720 0.51 -0.88 0.29
C -15.867730 -14.586180 -24.598980 0.08 0.22 -0.84
N -15.011200 -15.238150 -25.026500 -0.85 0.49 0.26
H -18.986030 -14.897420 -25.360660 -0.25 -0.83 -0.79
H -19.553490 -15.965630 -24.073410 0.09 0.06 0.03
H -17.932550 -16.231820 -24.731920 0.12 0.19 0.05
H -17.855180 -14.911640 -22.723300 -0.08 0.39 0.63
H -18.972620 -13.686990 -23.250520 0.25 0.25 -0.43
H -16.457740 -13.333990 -23.147080 0.14 1.10 -0.32
H -17.213750 -12.881110 -24.799970 0.84 0.15 -0.03
```
Positions in Å, forces in eV/Å.

**Total charge**: +1
**LUMO energy**: -5.8856 eV
**Highest occupied orbital energy**: -12.5 eV

=====

DFT (the ωB97M-V functional and the def2-TZVPD basis) results for a cluster of 2 separate species, C3H10N2O2 in total.

Geometry as XYZ:
```
17
Properties=species:S:1:pos:R:3:forces:R:3
C -1.894124 -1.003509 0.422635 0.04 -1.93 -2.76
C -1.696033 0.278688 -0.409876 1.08 0.96 3.65
N -0.378291 0.683780 -0.974115 -2.16 2.81 0.49
C 0.883928 0.269950 -0.827496 3.19 -0.16 0.60
N 1.083071 -1.071220 -1.041081 -3.78 1.58 1.06
O 1.815054 1.038562 -0.562075 -0.59 -0.17 -0.72
H -2.979008 -1.207964 0.631115 0.97 0.60 -0.24
H -1.630202 -1.808384 -0.385441 -0.49 0.67 1.70
H -1.325742 -1.212652 1.307575 0.45 0.45 0.38
H -2.157632 1.132666 0.166761 0.87 -0.58 -0.61
H -2.266927 0.121995 -1.212488 -2.58 -0.39 -3.12
H -0.354907 1.719977 -1.024302 0.04 -1.13 0.28
H 1.972754 -1.389168 -1.277195 1.15 -1.11 0.39
H 0.197890 -1.442905 -0.649698 1.74 -1.65 -1.00
O 0.447265 0.055241 2.565146 0.08 -0.45 -0.70
H 1.262277 0.197511 2.054175 -0.33 0.19 0.38
H 0.486852 0.579815 3.359720 0.29 0.31 0.21
```
Positions in Å, forces in eV/Å.

**SMILES string**: CCNC(N)=O.O
**LUMO energy**: 0.7645 eV
**Highest occupied orbital energy**: -9.2 eV

=====

DFT (the ωB97M-V functional and the def2-TZVPD basis) results for an isolated molecule of CH3NO3S.

Geometry as XYZ:
```
9
Properties=species:S:1:pos:R:3:forces:R:3
N 0.120374 -0.145690 -1.908483 -1.80 -1.92 0.79
O 0.749950 -0.468819 -0.635970 1.53 0.43 -1.49
C 0.109892 -0.915725 0.379035 -4.07 0.34 -0.65
S -0.030029 0.508178 1.574659 -3.24 -2.72 1.92
O -0.629289 0.115195 2.849032 0.93 0.72 -1.41
O 1.125379 1.276984 1.477734 2.57 2.09 0.29
H 0.482845 0.711843 -2.232321 1.28 1.26 0.10
H -0.854790 0.071918 -1.674936 0.12 -0.25 0.08
H -1.074333 -1.153884 0.171251 2.66 0.05 0.36
```
Positions in Å, forces in eV/Å.

**SMILES string**: NOC=S(=O)=O
**LUMO energy (alpha / beta)**: -1.4261 / -1.4265 eV
**Highest occupied orbital energy (alpha / beta)**: -9.6 / -9.6 eV

=====

DFT (the ωB97M-V functional and the def2-TZVPD basis) results for a structure of composition C29H48BrNOP2V.

Geometry as XYZ:
```
83
Properties=species:S:1:pos:R:3:forces:R:3
N -1.829812 -4.932802 3.016207 -0.05 -0.19 0.09
C -1.910446 -4.898149 1.685817 0.11 0.26 -0.09
C -1.102181 -4.073732 0.901656 0.19 0.12 0.66
C -0.149430 -3.273538 1.559547 -0.83 -0.49 0.40
C -0.053243 -3.323569 2.962950 -0.80 -0.59 -0.09
C -0.926914 -4.179182 3.645485 0.27 0.49 -0.64
C 0.784900 -2.489092 0.790262 1.96 1.03 1.91
V 0.536101 -0.182753 0.263133 -1.44 -0.58 -0.56
P 0.808262 1.607884 -1.289157 0.01 0.45 0.00
C 1.701269 -1.640927 1.460338 -1.06 -1.57 -1.06
C 2.853856 -1.091341 0.752915 -0.09 0.30 -0.22
C 3.753994 -0.244146 1.451507 -0.23 -0.44 -0.71
C 4.784638 0.366815 0.754201 -0.43 0.11 -0.28
C 4.810720 0.220384 -0.644225 0.87 0.30 -0.23
C 4.093703 -0.772981 -1.301991 -0.64 0.13 0.10
C 3.046273 -1.399505 -0.619364 0.73 0.24 0.39
Br 5.760276 1.520442 -1.718944 -0.05 -0.91 0.72
H 0.952632 -2.816110 -0.242201 -0.15 0.31 0.37
H 1.575003 -1.352408 2.517404 0.08 -0.45 -0.59
H -1.207009 -4.057808 -0.182043 0.09 -0.01 0.21
H 0.662320 -2.738254 3.537004 -0.10 -0.31 -0.20
H -2.648973 -5.547889 1.206225 0.20 0.18 0.30
H -0.872862 -4.233398 4.731743 -0.16 -0.16 -0.19
H 3.587433 -0.103297 2.519186 0.30 0.04 -0.21
H 2.451165 -2.171438 -1.121090 0.44 0.41 0.17
H 5.507277 0.998384 1.256840 -0.14 0.11 -0.10
H 4.293900 -1.019007 -2.340933 -0.07 0.24 0.10
P -1.359742 0.717439 1.712005 -0.48 0.35 1.09
C 1.274113 0.785386 -2.857642 0.10 -0.10 -0.24
C 2.395848 1.461589 -3.640494 0.31 0.00 -0.48
H 0.361894 0.684830 -3.467367 0.17 0.15 0.23
H 1.572941 -0.245409 -2.605803 -0.10 0.30 -0.09
H 2.554794 0.943921 -4.597624 -0.09 0.12 0.25
H 2.172262 2.510147 -3.874958 0.04 -0.32 0.08
H 3.354242 1.418468 -3.103619 -0.36 0.11 -0.08
C 2.272730 2.440148 -0.561758 0.22 0.31 -0.21
C 2.643940 3.808941 -1.132750 0.33 0.28 0.04
H 3.127532 1.762069 -0.677047 -0.38 0.07 -0.04
H 2.112998 2.525647 0.525029 -0.12 0.00 -0.29
H 3.557789 4.172165 -0.638721 -0.29 -0.07 -0.14
H 2.857998 3.754500 -2.208333 -0.11 0.09 0.36
H 1.854235 4.548120 -0.950088 0.19 -0.15 -0.11
C -0.480635 2.846133 -1.671743 -0.12 -0.05 0.09
C -0.253059 3.665711 -2.937890 0.02 0.33 -0.27
H -0.589086 3.497573 -0.789692 0.09 -0.20 -0.21
H -1.418522 2.274251 -1.746648 0.31 0.19 -0.03
H -1.058978 4.401102 -3.062091 0.16 -0.23 0.04
H 0.688438 4.227335 -2.904307 -0.27 -0.18 -0.04
H -0.250575 3.031212 -3.832052 0.02 0.14 0.18
C -3.063984 1.392540 1.461348 -0.16 -0.10 -0.42
C -3.215822 2.462791 0.389042 -0.23 0.21 -0.19
H -3.398398 1.789769 2.437051 0.31 -0.24 -0.24
H -3.725650 0.545701 1.226258 0.22 0.23 0.09
H -4.237789 2.868928 0.413027 0.34 -0.08 0.02
H -2.521010 3.298995 0.535060 -0.19 -0.15 -0.03
H -3.063417 2.052205 -0.616113 -0.03 0.07 0.26
C -0.513913 2.167045 2.483223 -0.26 0.12 -0.30
C 0.846346 1.838486 3.090057 0.13 0.04 0.25
H -1.202593 2.563555 3.248337 0.28 -0.06 -0.24
H -0.413006 2.933184 1.697239 0.00 -0.10 0.28
H 1.262692 2.739404 3.563117 -0.01 -0.32 -0.12
H 0.776790 1.057570 3.860835 0.00 0.23 -0.16
H 1.584137 1.503291 2.341190 -0.17 0.05 0.07
C -1.731340 -0.279361 3.222500 0.36 -0.13 0.11
C -2.884459 -1.271350 3.073116 -0.14 -0.27 0.07
H -1.947298 0.433085 4.037237 0.12 -0.18 -0.27
H -0.806203 -0.815435 3.487972 -0.31 0.12 0.06
H -2.938628 -1.912683 3.964164 -0.01 0.20 -0.26
H -3.857222 -0.770962 2.972206 0.33 -0.14 0.05
H -2.742469 -1.935341 2.209858 -0.03 0.11 0.12
C -2.342460 -2.702699 -3.101234 0.05 -0.02 -0.32
C -3.442968 -2.223112 -2.147535 0.00 -0.45 0.27
C -2.782812 -1.118996 -1.336927 -0.48 0.77 0.17
O -1.357944 -1.302572 -1.394389 0.46 -0.29 0.21
C -1.047385 -2.100648 -2.564187 0.70 0.12 -0.13
H -2.279860 -3.792712 -3.147780 -0.07 0.18 0.01
H -2.514413 -2.339674 -4.116980 -0.03 -0.10 0.12
H -3.769880 -3.041106 -1.492051 0.07 0.22 -0.16
H -4.316250 -1.862992 -2.695359 0.11 -0.01 0.18
H -3.021382 -0.135170 -1.768737 0.06 -0.12 0.10
H -3.098400 -1.116635 -0.284761 0.21 -0.04 -0.23
H -0.326523 -2.875948 -2.260665 -0.14 0.23 -0.04
H -0.560496 -1.453008 -3.315000 -0.17 -0.25 0.30
```
Positions in Å, forces in eV/Å.

**Total charge**: +2
**Multiplicity**: 4
**LUMO energy (alpha / beta)**: -6.7832 / -7.3896 eV
**Highest occupied orbital energy (alpha / beta)**: -14.3 / -14.3 eV

=====

DFT (the ωB97M-V functional and the def2-TZVPD basis) results for a cluster of 2 separate species, CH3Cl2OP in total.

Geometry as XYZ:
```
8
Properties=species:S:1:pos:R:3:forces:R:3
C 0.557186 0.031493 0.148081 -1.22 -2.07 -0.51
O 1.144252 -1.178608 0.266274 0.40 0.76 0.55
P -1.009835 0.309588 -0.749887 0.85 -0.31 -0.11
Cl -1.910088 -1.276753 0.150317 -0.79 -0.95 0.01
Cl -1.712545 1.778414 0.439088 -0.11 0.76 0.25
H 0.699806 0.457789 1.050363 0.38 2.47 2.63
H 1.397350 1.512472 -0.831273 0.83 1.51 -0.91
H 0.833873 -1.634394 -0.472961 -0.36 -2.17 -1.91
```
Positions in Å, forces in eV/Å.

**Multiplicity**: 3
**LUMO energy (alpha / beta)**: 0.1897 / -1.9726 eV
**Highest occupied orbital energy (alpha / beta)**: -7.1 / -10.1 eV

=====

DFT (the ωB97M-V functional and the def2-TZVPD basis) results for a cluster of 2 separate species, C3H10N2O2S in total.

Geometry as XYZ:
```
18
Properties=species:S:1:pos:R:3:forces:R:3
N -1.519964 0.683118 0.570519 0.79 -1.24 -1.56
C -1.193031 0.664622 -0.772384 -0.27 1.21 0.96
O -2.033321 0.882592 -1.620943 -0.11 -0.64 -0.65
N 0.161319 0.624761 -1.082109 0.18 0.20 -0.66
C 1.196946 -0.061000 -0.307098 -1.37 1.72 0.52
C 1.058598 -1.557074 -0.413090 1.42 -1.58 0.95
S 1.167698 -2.367042 1.273627 -0.28 0.22 -0.43
H -2.501141 0.589409 0.740975 0.00 0.40 0.49
H -0.810354 1.029260 1.181635 -0.41 0.10 0.73
H 0.292542 0.640804 -2.080397 -0.10 -0.03 -0.14
H 1.003105 0.366763 0.690298 0.40 -0.98 0.12
H 2.158901 0.396011 -0.552662 0.02 -0.55 -0.37
H 1.899107 -2.061554 -0.912006 -0.20 0.63 -0.23
H 0.169528 -1.899196 -0.932195 -0.23 0.31 0.21
H 0.042663 -3.079788 1.178533 -0.07 -0.01 0.05
O -0.065068 3.124049 0.617567 0.27 0.50 0.99
H 0.197135 2.694412 -0.190857 -0.07 -0.14 -0.72
H -0.834916 3.672163 0.444009 0.04 -0.13 -0.25
```
Positions in Å, forces in eV/Å.

**SMILES string**: NC(=O)NCCS.O
**LUMO energy**: 0.7046 eV
**Highest occupied orbital energy**: -9.3 eV

=====

Looking at energy above the lowest of the compared OMol25 structures with the same formula, charge and spin for the records above, in order, we have 144.6 42.7 122.1 0.0 62.9 19.7 kcal per mole.
Looking at DFT total energy for the records above, in order, we have -2017.54027 -380.26869 -718.37652 -5463.98091 -1376.70694 -778.49426 Ha.